Entry 1:
C2H4FOP | the ωB97M-V functional and the def2-TZVPD basis

Geometry (Å):
C1 0.030 1.759 0.675
C2 -0.855 0.619 0.388
O1 1.098 1.783 1.221
F1 0.278 -1.512 -1.951
P1 1.501 -1.106 -0.921
H1 -1.360 0.611 -0.655
H2 -0.137 -0.399 0.325
H3 -1.681 0.569 1.049
H4 1.126 -2.322 -0.130

For the HOMO energy (spin up / spin down), the calculation gives -7.76 / -11.09 eV. Its LUMO energy (spin up / spin down) is 0.0142 / -0.0531 Eh. As for the energy: -594.93413 Ha. For the max |F|, the calculation gives 4.68 eV/Å. As for the multiplicity: 3. The energy relative to the best compared isomer or geometry (same formula, charge and spin) comes out at 0.0 kcal/mol.

Entry 2:
C2H4FP | the ωB97M-V functional and the def2-TZVPD basis

Geometry (Å):
C1 -0.551 0.428 0.706
C2 -1.051 1.165 1.751
F1 -1.455 2.425 1.593
P1 0.494 -1.641 -0.522
H1 -0.465 0.986 -0.218
H2 -0.553 -2.360 0.107
H3 -1.301 0.675 2.591
H4 -0.283 -1.064 -1.584

For the HOMO energy, the calculation gives -9.46 eV. Its LUMO energy is -0.0448 Eh. As for the energy: -519.64822 Ha. For the max |F|, the calculation gives 5.75 eV/Å. The energy relative to the best compared isomer or geometry (same formula, charge and spin) comes out at 92.7 kcal/mol.

Entry 3:
C2H4I2S | the ωB97M-V functional and the def2-TZVPD basis

Geometry (Å):
C1 1.784 0.514 -1.558
C2 -1.139 -0.653 0.837
S1 -1.467 -0.749 2.591
I1 -1.737 -2.399 -0.035
I2 -1.970 1.232 -0.219
H1 1.283 1.465 -1.319
H2 1.363 -0.495 -1.598
H3 2.891 0.611 -1.716
H4 -1.008 0.473 3.017

For the HOMO energy (spin up / spin down), the calculation gives -8.38 / -8.75 eV. Its LUMO energy (spin up / spin down) is -0.0279 / -0.0607 Eh. As for the energy: -1072.01035 Ha. For the max |F|, the calculation gives 2.33 eV/Å. The energy relative to the best compared isomer or geometry (same formula, charge and spin) comes out at 86.0 kcal/mol.

Entry 4:
C2H4I3N2 | the ωB97M-V functional and the def2-TZVPD basis

Geometry (Å):
C1 -2.303 -0.426 -0.073
C2 1.741 -0.322 -0.181
N1 -2.688 0.527 -0.716
N2 1.097 0.776 0.552
I1 -0.448 0.083 1.615
I2 -2.443 2.437 -0.573
I3 -2.555 -2.463 -0.312
H1 2.172 -1.248 0.204
H2 2.655 0.169 -0.791
H3 1.034 -0.795 -0.849
H4 1.739 1.261 1.124

As for the total charge: +1. For the HOMO energy, the calculation gives -13.34 eV. Its LUMO energy is -0.2167 Eh. As for the energy: -1080.79034 Ha. For the max |F|, the calculation gives 3.49 eV/Å. The energy relative to the best compared isomer or geometry (same formula, charge and spin) comes out at 57.6 kcal/mol.

Entry 5:
C2H4IN | the ωB97M-V functional and the def2-TZVPD basis

Geometry (Å):
C1 -0.675 -0.738 -0.247
C2 -1.023 0.447 0.189
N1 -0.862 1.592 0.602
H1 -0.862 -1.220 -1.197
H2 -0.527 -1.411 0.638
H3 -1.747 2.111 0.631
I1 2.867 -0.458 0.430
H4 2.829 -0.324 -1.046

For the HOMO energy, the calculation gives -8.95 eV. Its LUMO energy is 0.0298 Eh. As for the energy: -430.97214 Ha. For the max |F|, the calculation gives 3.36 eV/Å. As for the SMILES: C=C=N.I. The energy relative to the best compared isomer or geometry (same formula, charge and spin) comes out at 38.3 kcal/mol.

Entry 6:
C2H4INO | the ωB97M-V functional and the def2-TZVPD basis

Geometry (Å):
C1 0.458 1.274 -0.195
O1 -0.744 0.791 0.449
C2 -0.945 -0.342 1.042
N1 -1.192 -1.315 1.616
H1 -0.083 2.206 -0.599
H2 0.795 0.543 -0.995
H3 1.139 1.513 0.629
I1 0.667 -2.683 -1.597
H4 -0.096 -1.986 -0.349

For the HOMO energy, the calculation gives -10.06 eV. Its LUMO energy is 0.0181 Eh. As for the energy: -506.22622 Ha. For the max |F|, the calculation gives 2.26 eV/Å. As for the SMILES: COC#N.I. The energy relative to the best compared isomer or geometry (same formula, charge and spin) comes out at 30.1 kcal/mol.

Entry 7:
C2H4INO2 | the ωB97M-V functional and the def2-TZVPD basis

Geometry (Å):
C1 -0.107 1.859 -0.989
N1 0.399 0.924 -0.632
O1 1.102 0.010 -0.309
H1 -0.871 2.511 -1.353
C2 -1.949 -1.056 0.990
O2 -1.677 -0.717 -0.131
H2 -2.972 -0.941 1.406
H3 -1.346 -1.638 1.777
I1 4.524 -0.483 -0.252
H4 2.896 -0.469 -0.507

For the HOMO energy, the calculation gives -9.37 eV. Its LUMO energy is 0.0210 Eh. As for the energy: -581.37840 Ha. For the max |F|, the calculation gives 4.44 eV/Å. As for the SMILES: C#[N+][O-].C=O.I. The energy relative to the best compared isomer or geometry (same formula, charge and spin) comes out at 96.3 kcal/mol.

Entry 8:
C2H4INS | the ωB97M-V functional and the def2-TZVPD basis

Geometry (Å):
C1 -0.576 -0.700 -0.064
C2 -1.422 0.387 0.128
N1 0.201 -1.570 0.013
S1 1.951 1.605 -0.767
I1 3.320 -0.236 -0.268
H1 -0.897 1.118 -0.419
H2 -1.214 0.653 1.116
H3 -2.490 0.254 -0.209
H4 1.126 -1.510 0.470

For the HOMO energy, the calculation gives -6.91 eV. Its LUMO energy is -0.0540 Eh. As for the energy: -829.12820 Ha. For the max |F|, the calculation gives 3.56 eV/Å. The energy relative to the best compared isomer or geometry (same formula, charge and spin) comes out at 59.4 kcal/mol.

Entry 9:
C2H4INS | the ωB97M-V functional and the def2-TZVPD basis

Geometry (Å):
H1 0.088 -1.449 2.132
N1 0.027 -0.661 1.570
C1 -0.020 -0.773 0.324
C2 0.133 0.400 -0.601
S1 -0.174 -2.324 -0.675
I1 -0.306 -4.547 1.344
H2 -0.344 0.460 -1.622
H3 1.159 0.443 -0.506
H4 -0.211 1.376 -0.026

For the HOMO energy (spin up / spin down), the calculation gives -9.69 / -9.70 eV. Its LUMO energy (spin up / spin down) is -0.1141 / -0.1144 Eh. As for the energy: -829.16636 Ha. For the max |F|, the calculation gives 3.87 eV/Å. As for the SMILES: [H]/N=C(/C)SI. The energy relative to the best compared isomer or geometry (same formula, charge and spin) comes out at 35.5 kcal/mol.

Entry 10:
C2H4INS2 | the ωB97M-V functional and the def2-TZVPD basis

Geometry (Å):
S1 0.825 -1.863 0.351
C1 -0.495 -0.995 -0.395
C2 -0.415 0.538 -0.284
S2 0.811 1.414 0.555
N1 -1.417 -0.220 0.455
I1 -3.373 0.024 0.022
H1 1.464 -0.645 0.644
H2 -0.860 -1.351 -1.318
H3 -0.865 1.201 -1.166
H4 0.253 1.606 1.834

For the HOMO energy, the calculation gives -9.04 eV. Its LUMO energy is -0.0139 Eh. As for the energy: -1227.33682 Ha. For the max |F|, the calculation gives 4.15 eV/Å. As for the SMILES: S[C@@H]1[C@H](S)N1I. The energy relative to the best compared isomer or geometry (same formula, charge and spin) comes out at 28.8 kcal/mol.